Record 1
One molecule with the formula C3H6N4O at a distorted geometry, computed with ωB97M-V with the def2-TZVPD basis set.

CARTESIAN COORDINATES (ANGSTROEM)
C1 -0.852984 0.370053 -0.736069
C2 -0.205781 1.539945 -0.725701
C3 0.603373 -2.408801 1.086548
N1 0.991940 0.172550 0.614299
N2 -0.370832 -1.691469 0.339381
N3 -0.015035 -0.494715 0.150169
N4 -0.385998 2.802623 -1.305225
O1 0.999309 1.365972 -0.045510
H1 -1.736748 -0.157466 -1.068055
H2 0.493907 -2.086219 2.238306
H3 0.415765 -3.479147 1.053737
H4 1.672635 -2.259631 0.708375
H5 -1.381069 2.714666 -1.643591
H6 -0.228482 3.611639 -0.666664

Forces on the atoms, in the same order (eV/Å):
0.880 -1.500 1.629
1.845 0.298 0.436
1.056 0.218 2.437
0.702 -1.390 0.420
0.065 -0.613 -0.247
-1.623 2.187 -2.109
-1.781 -1.106 0.157
-1.563 1.603 -0.534
0.043 0.730 -0.187
0.765 -0.629 -2.236
-0.328 0.062 -0.096
-1.246 0.165 0.671
1.476 1.134 0.299
-0.292 -1.160 -0.638

Values from the calculation:
LUMO = 0.023 Eh
Kohn-Sham gap = 8.602 eV
2S+1 = 1
HOMO energy = -7.99 eV

Record 2
An isolated ion of composition C10H16NS2 and charge +1 at a distorted geometry, computed with ωB97M-V with the def2-TZVPD basis set.

CARTESIAN COORDINATES (ANGSTROEM)
C1 0.066271 2.540093 -2.427318
C2 -0.536398 2.659566 -1.042819
C3 0.561168 2.846008 0.013937
C4 -0.004305 2.950625 1.423830
S1 -0.356784 1.457853 2.373729
S2 -1.491608 -0.204363 0.896295
N1 -0.295057 -1.414253 0.615401
C5 0.966593 -1.069965 0.681701
C6 2.003451 -1.995492 0.434373
C7 1.649204 -3.240835 0.141842
C8 0.341356 -3.596649 0.182308
C9 -0.690460 -2.788789 0.421373
C10 -2.154229 -3.116432 0.418063
H1 0.127365 3.372165 -3.139285
H2 -0.524118 1.716284 -2.955676
H3 1.072593 2.072481 -2.340549
H4 -0.835731 1.643843 -0.841220
H5 -1.361713 3.447644 -0.951450
H6 1.075859 3.803337 -0.239141
H7 1.214020 1.880370 0.003386
H8 0.693805 3.320132 2.125968
H9 -0.898329 3.456474 1.371542
H10 1.282672 -0.039088 0.642577
H11 3.015016 -1.679383 0.461320
H12 2.379551 -4.049063 0.049391
H13 0.284834 -4.657161 0.354895
H14 -2.557092 -2.279938 -0.161776
H15 -2.509790 -4.055144 0.003552
H16 -2.518146 -2.980318 1.483751

Forces on the atoms, in the same order (eV/Å):
-0.118 -2.063 -1.526
0.137 0.656 0.419
0.710 -0.566 -0.047
0.343 -2.063 -1.178
-1.088 -2.415 -1.525
0.278 2.191 1.650
-1.061 -1.551 0.172
2.616 -0.517 -1.625
-0.694 2.222 0.364
1.708 -1.561 0.268
-0.136 -2.712 0.792
-0.384 2.321 0.125
0.049 1.658 1.516
-0.092 0.119 0.682
0.638 1.236 0.304
-0.398 0.514 -0.095
-1.255 0.045 0.108
1.015 -1.303 -0.078
0.307 -0.950 0.415
-0.476 2.120 -0.349
0.846 1.031 0.823
-1.776 1.688 0.301
-0.672 0.196 0.742
0.661 0.394 0.069
-0.096 0.443 -0.263
-1.152 -0.462 -0.870
-0.658 -0.347 -0.001
0.639 -0.077 0.012
0.111 -0.250 -1.205

Values from the calculation:
LUMO = -0.191 Eh
Kohn-Sham gap = 7.715 eV
Net charge = +1
2S+1 = 1
HOMO energy = -12.91 eV
SMILES = CCCCSS[n+]1ccccc1C

Record 3
C20H22IrN6O6 as an isolated structure at a distorted geometry, computed with ωB97M-V with the def2-TZVPD basis set.

CARTESIAN COORDINATES (ANGSTROEM)
Ir1 0.258638 0.358385 -0.194011
O1 -0.391662 4.444385 1.504389
C1 -0.244462 3.400485 0.750789
O2 0.665938 2.585485 0.853589
C2 -1.257362 3.256985 -0.335711
C3 -2.262362 4.183185 -0.603011
C4 -3.020862 4.011785 -1.755011
C5 -2.681962 2.999385 -2.643811
C6 -1.660562 2.116985 -2.292511
N1 -1.023762 2.214785 -1.128011
C7 -1.052462 1.068085 -3.187911
O3 -1.559862 0.796185 -4.355711
O4 -0.047862 0.505085 -2.799711
H1 0.337238 4.617385 2.130089
H2 -2.434662 5.008185 0.071889
H3 -3.843962 4.677185 -1.972511
H4 -3.206662 2.920085 -3.584911
H5 -2.333962 1.304485 -4.646711
C8 1.394038 -3.568815 2.381589
C9 1.354038 -2.112015 2.052389
O5 0.803538 -1.723115 1.012789
N2 1.932038 -1.259715 2.905789
C10 1.807238 0.170985 2.712589
C11 0.382538 0.572685 3.013489
C12 -0.002362 0.923985 4.300789
C13 -1.339862 1.185785 4.551789
C14 -2.257262 1.065385 3.517889
C15 -1.796962 0.706985 2.258989
N3 -0.508362 0.485685 2.025689
H6 1.559538 -4.145215 1.474889
H7 0.419438 -3.866515 2.772689
H8 2.148638 -3.816515 3.121289
H9 2.346238 -1.598315 3.763489
H10 2.021738 0.413085 1.652589
H11 2.515338 0.686985 3.360389
H12 0.736238 0.991485 5.085189
H13 -1.657262 1.467285 5.545189
H14 -3.309162 1.241685 3.674389
H15 -2.477662 0.597085 1.424389
C16 -1.010262 -3.494915 -2.900811
N4 0.260938 -2.898615 -2.579111
C17 1.421338 -3.323215 -3.117411
C18 2.605038 -2.713615 -2.823611
C19 2.600838 -1.585915 -1.939311
N5 1.431238 -1.200915 -1.422511
C20 0.275838 -1.832515 -1.714911
O6 -0.774862 -1.411415 -1.198111
N6 3.716338 -0.948715 -1.630211
H16 -0.861362 -4.446415 -3.406211
H17 -1.585062 -2.831315 -3.552511
H18 -1.589862 -3.637515 -1.987011
H19 1.372138 -4.163915 -3.795911
H20 3.527738 -3.059815 -3.261611
H21 4.603038 -1.223415 -2.030411
H22 3.695838 -0.115215 -1.059811

Forces on the atoms, in the same order (eV/Å):
-0.329 -1.014 0.152
-0.254 0.463 0.048
0.473 -0.470 0.119
0.107 -0.034 -0.159
-0.418 0.345 -0.151
0.218 -0.246 0.068
0.050 -0.075 0.068
0.290 -0.191 0.229
-0.310 0.200 -0.150
0.293 -0.338 0.291
-0.045 0.195 0.328
0.001 -0.176 -0.330
-0.073 0.137 -0.139
-0.026 -0.270 -0.156
0.004 0.064 0.015
0.017 0.090 -0.052
-0.023 -0.016 -0.050
0.119 -0.005 0.228
-0.133 -0.110 -0.038
0.432 -0.413 0.569
-0.330 0.485 -0.445
0.076 0.156 -0.024
-0.359 0.066 -0.260
0.361 0.173 0.584
-0.080 -0.066 -0.376
-0.037 -0.027 -0.003
0.126 -0.091 -0.197
-0.617 0.202 0.333
0.350 -0.036 -1.230
0.058 0.017 -0.025
-0.035 0.051 0.019
0.087 0.024 0.042
-0.006 -0.096 -0.157
0.257 0.018 0.413
-0.028 -0.009 -0.167
0.060 0.001 0.061
-0.071 0.031 0.048
-0.101 -0.001 0.013
-0.015 -0.013 -0.016
-1.198 -0.264 -0.183
0.187 0.930 0.887
1.185 0.315 0.031
-0.373 0.030 0.087
0.079 -0.689 -0.565
-0.781 0.790 0.390
1.030 -1.197 -1.088
-0.524 1.037 0.851
0.122 0.335 0.185
0.061 0.051 0.090
0.121 -0.075 0.013
0.129 -0.130 -0.124
-0.076 -0.009 0.020
0.018 -0.031 -0.020
-0.136 0.033 0.028
0.066 -0.146 -0.105

Values from the calculation:
LUMO (alpha / beta) = -0.346 / -0.432 Eh
Expectation value of S² = 6.009
Kohn-Sham gap (alpha / beta) = 8.230 / 5.837 eV
Net charge = +3
2S+1 = 5
HOMO energy (alpha / beta) = -17.64 / -17.60 eV

Calculated values (kJ/mol) of energy relative to the best compared isomer or geometry (same formula, charge and spin) for the records, taken in order: 498.1, 220.1, 111.0.